(1)
{
  "formula": "C33H28N2O10PReS",
  "method": "wB97M-V/def2-TZVPD",
  "s2": 0.756,
  "total_charge": 1,
  "relative_energy_ev": 0.155,
  "spin_multiplicity": 2,
  "energy_ev": -80382.5635,
  "homo_ev": [-11.10, -11.14],
  "species": ["Re", "S", "P", "O", "O", "O", "O", "O", "O", "O", "O", "O", "O", "N", "N", "C", "C", "C", "C", "C", "C", "C", "C", "C", "C", "C", "C", "C", "C", "C", "C", "C", "C", "C", "C", "C", "C", "C", "C", "C", "C", "C", "C", "C", "C", "C", "C", "C", "H", "H", "H", "H", "H", "H", "H", "H", "H", "H", "H", "H", "H", "H", "H", "H", "H", "H", "H", "H", "H", "H", "H", "H", "H", "H", "H", "H"],
  "coordinates": [[-0.346, 0.311, 0.191], [-1.894, -1.972, 0.330], [0.556, -1.199, -1.583], [-3.006, -2.445, 1.068], [-0.749, 2.135, -0.651], [3.613, 1.505, -0.316], [1.430, 1.079, -0.612], [4.955, 0.345, 3.895], [-4.918, 3.293, 4.035], [-1.720, 0.900, 1.556], [-2.099, -0.701, -0.470], [5.272, 1.057, 1.804], [-0.683, -1.622, 1.129], [2.201, 0.164, 3.549], [0.972, 0.506, 1.797], [3.065, 0.563, 2.562], [-1.372, -3.151, -0.848], [-3.321, 2.031, 2.766], [-4.011, 3.188, 3.064], [-2.907, 4.360, 1.294], [-1.593, -5.299, -1.857], [-2.383, 2.012, 1.721], [-0.207, -0.279, 3.926], [2.521, 1.145, 0.093], [-0.584, 0.440, -3.476], [1.165, -0.990, -4.315], [-2.033, -4.365, -0.931], [-0.506, -5.010, -2.667], [-0.791, 0.933, -4.756], [2.283, 0.766, 1.480], [4.643, -1.347, -1.531], [0.942, 0.125, 3.079], [2.273, -1.672, -1.287], [4.529, 0.646, 2.811], [0.143, -3.786, -2.570], [0.959, -0.491, -5.590], [-2.194, 3.181, 0.927], [2.513, -2.653, -0.321], [0.394, -0.525, -3.249], [-5.231, 2.136, 4.805], [-0.020, 0.470, -5.811], [-3.782, 4.380, 2.327], [3.812, -2.976, 0.033], [3.344, -1.009, -1.880], [4.878, -2.325, -0.577], [-1.159, 4.374, -1.078], [-0.284, -2.827, -1.659], [-1.376, 3.159, -0.225], [-4.329, 5.270, 2.601], [-3.469, 1.114, 3.317], [5.894, -2.578, -0.302], [0.019, -1.227, 4.415], [-2.747, 5.270, 0.733], [2.501, -0.059, 4.489], [3.994, -3.737, 0.780], [-5.614, 1.337, 4.168], [5.471, -0.826, -1.991], [-1.103, -0.384, 3.331], [-2.047, 4.991, -1.182], [1.564, -0.850, -6.411], [0.992, -3.584, -3.209], [-1.553, 1.681, -4.926], [1.684, -3.164, 0.155], [-0.178, 0.858, -6.808], [-2.871, -4.565, -0.278], [-4.354, 1.788, 5.353], [-1.185, 0.813, -2.658], [3.169, -0.209, -2.587], [1.937, -1.731, -4.154], [-2.097, -6.252, -1.940], [-0.375, 0.476, 4.696], [-0.373, 4.983, -0.624], [-0.815, 4.052, -2.057], [-0.157, -5.740, -3.385], [-6.000, 2.446, 5.504], [4.742, 1.270, 0.991]]
}


(2)
{
  "formula": "C8H19N2S2",
  "method": "wB97M-V/def2-TZVPD",
  "total_charge": 1,
  "relative_energy_ev": 1.296,
  "spin_multiplicity": 1,
  "energy_ev": -33245.8276,
  "homo_ev": -13.06,
  "species": ["S", "S", "N", "N", "C", "C", "C", "C", "C", "C", "C", "C", "H", "H", "H", "H", "H", "H", "H", "H", "H", "H", "H", "H", "H", "H", "H", "H", "H", "H", "H"],
  "coordinates": [[0.078, -4.583, -0.406], [2.519, -1.909, -0.815], [1.260, -2.168, 0.329], [3.724, -4.286, -0.499], [-2.306, 1.379, -0.588], [-0.129, 1.443, 0.799], [-2.825, 2.736, -0.114], [4.032, -2.870, -0.322], [-1.376, 0.660, 0.392], [-3.673, 2.651, 1.151], [0.798, 1.753, -0.372], [0.591, -3.160, -0.041], [2.116, -2.549, -1.962], [-3.099, 2.274, 2.000], [-1.933, 0.394, 1.295], [0.314, 2.389, -1.114], [1.689, 2.277, -0.020], [-3.432, 3.171, -0.912], [4.461, -4.768, -1.001], [4.256, -2.646, 0.736], [1.121, 0.832, -0.866], [-4.534, 1.996, 1.000], [3.540, -4.704, 0.406], [-4.047, 3.639, 1.423], [-1.794, 1.512, -1.546], [-3.160, 0.725, -0.795], [-1.992, 3.426, 0.049], [-0.408, 2.372, 1.303], [4.850, -2.546, -0.985], [-1.067, -0.292, -0.059], [0.425, 0.851, 1.534]]
}


(3)
{
  "formula": "C18H18AlN4O4",
  "method": "wB97M-V/def2-TZVPD",
  "total_charge": 1,
  "relative_energy_ev": 4.569,
  "spin_multiplicity": 1,
  "energy_ev": -39702.8667,
  "homo_ev": -10.46,
  "species": ["Al", "O", "O", "O", "O", "N", "N", "N", "N", "C", "C", "C", "C", "C", "C", "C", "C", "C", "C", "C", "C", "C", "C", "C", "C", "C", "C", "H", "H", "H", "H", "H", "H", "H", "H", "H", "H", "H", "H", "H", "H", "H", "H", "H", "H"],
  "coordinates": [[-1.134, 0.693, -0.025], [-0.302, 1.956, -1.403], [1.650, 2.978, -0.916], [-4.466, -1.150, 0.996], [-2.467, -0.309, 0.501], [2.400, 0.078, -2.102], [0.544, 1.015, 1.073], [0.139, -0.608, -0.450], [-2.217, 2.393, 0.262], [-0.014, -4.773, -0.980], [-1.029, -3.948, -1.463], [2.557, 2.137, 1.887], [-4.366, 1.162, 0.394], [1.944, 0.865, -1.007], [0.921, 1.944, -1.257], [2.837, 2.074, -0.609], [1.088, -2.814, -0.104], [1.110, 1.871, 1.824], [3.311, 2.242, 0.797], [-3.512, 2.261, 1.001], [0.077, -1.990, -0.608], [2.277, -0.875, 0.810], [1.282, 0.023, 0.153], [-3.796, -0.221, 0.655], [-0.990, -2.578, -1.284], [2.167, -2.197, 0.646], [1.037, -4.195, -0.297], [-4.032, 3.218, 0.975], [-1.867, -4.384, -1.992], [2.912, -2.849, 1.089], [-2.401, 2.784, -0.662], [3.599, 2.302, -1.346], [-1.650, 3.112, 0.709], [-1.795, -1.964, -1.667], [1.835, -4.807, 0.105], [1.616, -0.353, -2.581], [3.096, -0.453, 1.371], [0.465, 2.486, 2.452], [4.361, 2.480, 0.914], [2.979, 2.342, 2.863], [-3.267, 2.042, 2.041], [2.983, -0.678, -1.750], [-5.373, 1.206, 0.801], [-4.458, 1.322, -0.686], [-0.052, -5.841, -1.133]]
}


(4)
{
  "formula": "C4H12N3O",
  "method": "wB97M-V/def2-TZVPD",
  "total_charge": 1,
  "relative_energy_ev": 6.222,
  "spin_multiplicity": 1,
  "energy_ev": -10848.8713,
  "homo_ev": -14.52,
  "species": ["O", "N", "N", "N", "C", "C", "C", "C", "H", "H", "H", "H", "H", "H", "H", "H", "H", "H", "H", "H"],
  "coordinates": [[-1.969, 0.759, -1.313], [-0.243, -0.419, 0.390], [-3.931, 0.339, 0.220], [-1.711, 0.825, -0.004], [0.869, -0.014, -0.347], [1.213, 1.358, 0.025], [-2.804, 0.527, 0.806], [2.013, -0.966, -0.195], [2.813, -0.607, -0.736], [0.309, 1.931, -0.254], [-0.615, -1.308, 0.343], [1.702, -2.039, -0.392], [-4.828, 0.136, 0.662], [-0.166, -0.079, 1.324], [-2.812, 0.396, -1.502], [2.250, -1.014, 0.899], [1.141, 1.438, 1.147], [2.131, 1.758, -0.421], [-2.744, 0.311, 1.820], [0.561, 0.141, -1.448]]
}


(5)
{
  "formula": "C2F3LiNO5S2",
  "method": "wB97M-V/def2-TZVPD",
  "total_charge": -1,
  "relative_energy_ev": 0.000,
  "spin_multiplicity": 1,
  "energy_ev": -43832.8964,
  "homo_ev": -3.94,
  "species": ["S", "S", "F", "F", "F", "O", "O", "O", "O", "O", "N", "C", "C", "Li"],
  "coordinates": [[-0.992, 1.523, 0.326], [0.709, -0.709, 0.146], [2.784, 0.496, 1.227], [2.297, 1.247, -0.737], [3.263, -0.670, -0.526], [1.062, -1.957, 0.831], [0.319, -0.851, -1.289], [-3.968, 0.195, 0.894], [-3.264, -1.191, -0.776], [-2.129, 0.892, -0.699], [-0.287, 0.137, 1.032], [2.371, 0.156, 0.012], [-3.440, -0.208, -0.091], [-1.534, -0.570, -1.809]]
}


(6)
{
  "formula": "C47H54BrCoN3O",
  "method": "wB97M-V/def2-TZVPD",
  "s2": 3.763,
  "total_charge": 0,
  "relative_energy_ev": 0.331,
  "spin_multiplicity": 4,
  "energy_ev": -163805.4659,
  "homo_ev": [-6.78, -6.77],
  "species": ["Br", "Co", "O", "N", "N", "N", "C", "C", "C", "C", "C", "C", "C", "C", "C", "C", "C", "C", "C", "C", "C", "C", "C", "C", "C", "C", "C", "C", "C", "C", "C", "C", "C", "C", "C", "C", "C", "C", "C", "C", "C", "C", "C", "C", "C", "C", "C", "C", "C", "C", "C", "C", "C", "H", "H", "H", "H", "H", "H", "H", "H", "H", "H", "H", "H", "H", "H", "H", "H", "H", "H", "H", "H", "H", "H", "H", "H", "H", "H", "H", "H", "H", "H", "H", "H", "H", "H", "H", "H", "H", "H", "H", "H", "H", "H", "H", "H", "H", "H", "H", "H", "H", "H", "H", "H", "H", "H"],
  "coordinates": [[-0.383, -2.172, -0.560], [-0.484, 0.757, 0.465], [-0.291, 0.798, -1.417], [-0.839, 0.182, 2.354], [1.436, 0.003, 0.912], [-2.506, 1.496, 0.190], [0.053, -1.829, -4.651], [-4.341, 3.065, -1.226], [0.520, 4.271, 2.885], [-3.444, 0.905, -0.605], [5.708, -2.271, 2.498], [-1.845, 0.591, 3.132], [-4.423, -1.124, -1.467], [-1.879, 2.002, -4.788], [-2.514, 2.822, 0.314], [4.727, -3.776, 0.738], [2.365, -1.530, 2.494], [-0.332, 2.982, -3.107], [0.297, -2.791, -5.814], [4.423, -2.942, 1.992], [-0.613, -4.022, -5.693], [-1.698, 0.787, 7.385], [-0.281, 2.623, 1.286], [-0.045, -2.300, -3.351], [-0.219, 0.469, -3.792], [-1.649, 4.553, 1.907], [3.896, -3.881, 3.086], [1.767, -3.238, -5.779], [-3.443, 3.632, -0.373], [-0.658, 4.996, 2.765], [3.468, -1.157, 0.439], [-5.284, 0.993, -2.207], [0.553, 1.730, 6.841], [0.023, -2.134, -7.171], [-4.370, 1.661, -1.366], [3.409, -1.861, 1.644], [0.290, -0.208, 2.981], [0.699, 3.100, 2.154], [0.548, 2.342, -5.314], [-0.202, -1.412, -2.309], [-0.594, 0.330, 5.164], [-0.050, -0.452, -4.821], [-3.516, -0.501, -0.653], [-5.305, -0.374, -2.265], [-0.451, 1.932, -4.217], [-0.379, 0.521, 6.656], [2.466, -0.267, 0.114], [0.433, -0.139, 4.360], [-0.258, -0.001, -2.442], [-1.464, 3.374, 1.180], [1.412, -0.590, 2.113], [-1.773, 0.682, 4.503], [0.274, -0.725, 7.274], [0.004, -3.358, -3.129], [0.741, -1.339, -7.381], [6.164, -1.657, 1.719], [0.763, 1.879, 7.902], [-2.600, 1.723, -4.019], [-0.365, -4.623, -4.819], [2.425, -2.370, -5.858], [1.995, -3.749, -4.842], [5.276, -3.193, -0.002], [-0.003, -0.064, -5.828], [-2.842, -1.064, -0.022], [-2.583, 5.102, 1.824], [-2.162, 1.712, 7.040], [1.273, -0.901, 6.876], [4.562, -4.739, 3.180], [3.864, -3.385, 4.058], [0.371, 1.827, -6.258], [0.114, -2.879, -7.963], [1.983, -3.916, -6.609], [-1.657, -3.715, -5.610], [-1.515, 0.883, 8.455], [-2.397, -0.038, 7.231], [0.668, 2.988, -2.671], [1.570, 2.138, -4.991], [0.367, -0.592, 8.352], [-0.985, -1.716, -7.208], [1.633, 2.552, 2.273], [2.898, -4.251, 2.846], [-3.404, 4.704, -0.238], [-0.335, -1.611, 7.087], [5.337, -4.643, 0.996], [1.390, -0.413, 4.782], [-2.107, 3.017, -5.129], [-1.999, 1.315, -5.628], [-5.031, 3.667, -1.805], [0.458, 3.413, -5.506], [-1.043, 2.812, -2.309], [6.430, -3.029, 2.807], [2.238, -2.023, 3.447], [2.468, 0.238, -0.845], [1.500, 1.579, 6.320], [-0.506, -4.656, -6.576], [-0.530, 3.969, -3.537], [1.302, 4.615, 3.556], [5.495, -1.631, 3.356], [-2.748, 0.881, 2.610], [3.801, -4.128, 0.281], [-4.463, -2.206, -1.497], [-0.804, 5.900, 3.344], [-6.004, -0.880, -2.918], [4.273, -1.308, -0.266], [-2.640, 1.039, 5.039], [-5.969, 1.584, -2.804], [0.094, 2.637, 6.444]]
}